Entry 1:
Entry from the OMol25 dataset: CH6P2S in the gas phase in a non-equilibrium geometry (wB97M-V/def2-TZVPD).

Structure (XYZ):
```
10
Properties=species:S:1:pos:R:3
S -2.42 -0.53 -0.58
P -1.13 0.55 0.59
P 0.57 0.87 -0.78
C 1.43 -0.64 -0.13
H 1.30 -1.36 -0.97
H 2.42 -0.31 -0.06
H -1.85 1.82 0.45
H 1.12 -0.89 0.90
H -2.68 -1.28 0.56
H 1.24 1.76 0.00
```

Computed properties:
Total energy (a.u.): -1122.5594
Relative energy (zero: lowest compared OMol25 entry of this formula, charge and spin) (kcal/mol): 0.0
Kohn-Sham gap (eV): 9.433
2S+1: 1

=====

Entry 2:
Entry from the OMol25 dataset: 2 unconnected molecules or ions with the total composition CH6S (wB97M-V/def2-TZVPD).

Structure (XYZ):
```
8
Properties=species:S:1:pos:R:3
S 1.47 -0.35 0.26
C -2.60 0.63 -0.36
H -3.24 1.16 -1.06
H -2.47 -0.36 -0.78
H -3.04 0.58 0.63
H 1.73 -0.34 -1.05
H 0.19 -0.67 0.02
H -1.65 1.14 -0.31
```

Computed properties:
Total energy (a.u.): -439.8652
Relative energy (zero: lowest compared OMol25 entry of this formula, charge and spin) (kcal/mol): 0.3
Kohn-Sham gap (eV): 10.737
2S+1: 1

=====

Entry 3:
Entry from the OMol25 dataset: 2 unconnected molecules or ions with the total composition CH6S3 in a non-equilibrium geometry (wB97M-V/def2-TZVPD).

Structure (XYZ):
```
10
Properties=species:S:1:pos:R:3
S 2.40 -0.22 -0.07
S -2.51 0.65 -1.18
S 2.17 1.87 0.11
C 0.77 -1.04 0.29
H 0.30 -1.33 -0.67
H 1.64 2.17 1.37
H 1.02 -2.00 0.71
H -3.24 -0.40 -1.58
H -2.86 0.63 0.03
H 0.30 -0.34 0.99
```

Computed properties:
Total energy (a.u.): -1236.2179
Relative energy (zero: lowest compared OMol25 entry of this formula, charge and spin) (kcal/mol): 16.0
Kohn-Sham gap (eV): 8.964
2S+1: 1

=====

Entry 4:
Entry from the OMol25 dataset: 2 unconnected molecules or ions with the total composition CH6S3 in a non-equilibrium geometry (wB97M-V/def2-TZVPD).

Structure (XYZ):
```
10
Properties=species:S:1:pos:R:3
S -1.40 -0.59 0.31
S 3.50 1.13 1.44
S -2.20 0.43 -1.37
C -0.37 -1.88 -0.78
H -1.26 -0.10 -2.17
H 3.16 0.86 2.71
H 2.36 1.67 1.05
H -0.60 -1.84 -1.98
H -0.74 -2.91 -0.39
H 0.71 -1.85 -0.49
```

Computed properties:
Total energy (a.u.): -1236.1983
Relative energy (zero: lowest compared OMol25 entry of this formula, charge and spin) (kcal/mol): 28.3
Kohn-Sham gap (eV): 8.629
2S+1: 1

=====

Entry 5:
Entry from the OMol25 dataset: 2 unconnected molecules or ions with the total composition CH6S3 in a non-equilibrium geometry (wB97M-V/def2-TZVPD).

Structure (XYZ):
```
10
Properties=species:S:1:pos:R:3
S -1.24 1.73 -0.51
S 1.64 -1.41 0.79
S -0.77 0.01 -1.52
C 0.76 -0.66 2.24
H -0.05 0.02 1.91
H -1.85 0.99 0.55
H -1.37 0.30 -2.66
H 1.49 -0.24 2.97
H 0.21 -1.44 2.84
H 2.86 -0.92 0.85
```

Computed properties:
Total energy (a.u.): -1235.8935
Relative energy (zero: lowest compared OMol25 entry of this formula, charge and spin) (kcal/mol): 18.9
Kohn-Sham gap (alpha / beta) (eV): 10.184 / 3.979
Total charge: +1
2S+1: 2

=====

Entry 6:
Entry from the OMol25 dataset: 2 unconnected molecules or ions with the total composition CH6S4 in a non-equilibrium geometry (wB97M-V/def2-TZVPD).

Structure (XYZ):
```
11
Properties=species:S:1:pos:R:3
S -1.60 -0.22 1.86
S 1.41 -1.54 -1.15
S 0.97 0.09 -2.28
S -0.29 1.31 2.20
C -0.64 0.70 -1.74
H -1.22 -0.08 -1.23
H -0.95 2.42 1.90
H -1.37 1.08 -2.47
H -2.55 -0.01 2.79
H 1.42 -1.05 0.11
H -0.57 1.49 -0.98
```

Computed properties:
Total energy (a.u.): -1634.4186
Relative energy (zero: lowest compared OMol25 entry of this formula, charge and spin) (kcal/mol): 9.7
Kohn-Sham gap (eV): 8.815
2S+1: 1